[1]
Density functional theory data (ωB97M-V with the def2-TZVPD basis set) for a molecular structure, C30H34N7O3SW in a non-equilibrium geometry.

```
76
C30H34N7O3SW ωB97M-V with the def2-TZVPD basis set
W 0.06018 -0.06720 -0.06726
N 0.90953 2.18050 -0.11657
N 0.05305 3.28278 -0.02434
C -1.26904 3.09732 0.00166
N -2.05093 4.15734 0.04038
S -1.93667 1.52696 -0.00576
H 1.61464 2.23572 0.61100
H 1.40673 2.20932 -1.00338
H 0.46251 4.20560 -0.04283
H -1.69857 5.10340 0.06754
H -3.05158 4.03686 0.07894
O -4.73184 -3.21953 5.03034
N -4.60163 -3.17502 3.83421
O -5.36802 -3.64807 3.01925
C -3.43064 -2.40339 3.30833
C -2.61912 -1.87111 4.23563
C -1.46025 -1.11982 3.86080
C -0.57977 -0.54867 4.79747
C 0.51741 0.13831 4.34614
C 0.72607 0.26067 2.97427
N -0.10500 -0.24470 2.06722
C -1.18502 -0.94573 2.51326
C -2.04856 -1.52374 1.52902
N -1.69287 -1.32016 0.22682
C -2.45570 -1.80547 -0.74836
C -3.60849 -2.52577 -0.47556
C -3.97730 -2.75502 0.82733
C -3.18638 -2.25200 1.88881
H -2.85137 -2.02376 5.28131
H -0.76748 -0.66534 5.85902
H 1.22864 0.57886 5.03186
H 1.60604 0.75872 2.59124
H -2.13978 -1.60718 -1.76329
H -4.20952 -2.90142 -1.29311
H -4.86843 -3.31776 1.04616
N 1.13116 -3.13050 -0.20820
C 0.76790 -2.04372 -0.18628
H 1.57004 -4.03748 -0.21090
C 5.32559 -0.18155 1.50339
C 4.82259 -0.13100 0.04943
C 5.32179 -1.36567 -0.72284
C 5.31559 1.15339 -0.63744
C 3.34946 -0.13537 0.05029
C 2.12910 -0.14080 0.04931
H 6.41620 -0.21237 1.50538
H 4.95886 -1.07071 2.01922
H 5.01134 0.70435 2.05950
H 6.41258 -1.37556 -0.71618
H 4.98756 -1.34190 -1.76189
H 4.97366 -2.29013 -0.25753
H 6.40655 1.15255 -0.65824
H 4.99241 2.04297 -0.09092
H 4.95714 1.21560 -1.66708
C -0.54244 0.65257 -8.58784
C -0.29005 0.37237 -7.14313
C -0.78582 1.22811 -6.14824
C -0.58224 0.98641 -4.81436
C -1.13726 1.96235 -3.81283
C 0.16348 -0.18442 -4.43921
C 0.42538 -0.53395 -3.12246
O 0.03210 0.09230 -2.07574
C 0.68599 -1.06452 -5.45469
C 1.49254 -2.30151 -5.13316
C 0.44199 -0.76236 -6.76831
H -0.95659 1.64418 -8.75102
H -1.24916 -0.08365 -8.98350
H 0.37450 0.54304 -9.16903
H -1.33972 2.11020 -6.44860
H -1.59517 2.80279 -4.32918
H -0.34820 2.34493 -3.16270
H -1.88925 1.49352 -3.17588
H 1.02895 -1.42195 -2.95035
H 0.94143 -2.99842 -4.49831
H 2.43355 -2.05043 -4.63667
H 1.74353 -2.83094 -6.04856
H 0.82663 -1.41530 -7.54433
```

Results
spin multiplicity	3
E_LUMO (spin up / spin down)	-8.96 / -9.64	eV
charge	+3



[2]
Density functional theory data (ωB97M-V with the def2-TZVPD basis set) for a molecular structure, C30H35LuN8O6S in a non-equilibrium geometry.

```
81
C30H35LuN8O6S ωB97M-V with the def2-TZVPD basis set
Lu -0.58876 -0.26136 -0.23452
C -3.20261 -2.98202 2.47994
C -2.53859 -2.21713 1.36601
N -1.60550 -1.30339 1.54294
N -1.37047 -0.83899 2.78151
C -0.47723 0.13920 2.74195
O 0.07683 0.48081 1.62391
C -0.14201 0.86640 3.98719
C -0.64179 0.41907 5.23489
C -0.32022 1.13686 6.39720
C 0.51341 2.24347 6.32612
C 1.02109 2.68208 5.09322
C 0.68584 1.98976 3.93588
C -2.91439 -2.55985 0.01893
C -3.91905 -3.52743 -0.25736
C -4.30111 -3.79368 -1.59391
C -3.65331 -3.07710 -2.61254
C -2.65387 -2.18165 -2.25942
N -2.28306 -1.90297 -1.00357
H -2.68638 -2.61770 3.40082
H -3.07138 -4.07984 2.43533
H -4.28373 -2.69863 2.60321
H -1.27348 -0.44628 5.26942
H -0.70424 0.81668 7.35412
H 0.76773 2.79073 7.22339
H 1.68762 3.53144 5.03903
H 1.06490 2.28144 2.96779
H -4.40188 -4.05945 0.54394
H -5.06575 -4.53090 -1.79661
H -3.87645 -3.22245 -3.65479
H -2.10221 -1.68221 -3.04573
C -1.94676 3.55700 1.06045
C -2.20807 2.52072 -0.01067
O -2.10666 1.25568 0.24440
N -2.58885 2.94257 -1.21233
C -2.96314 2.00064 -2.26497
C -1.79068 1.48797 -3.09459
C -1.81869 1.83216 -4.46290
C -0.82688 1.39195 -5.32159
C 0.21602 0.62497 -4.77367
C 0.20473 0.39041 -3.40065
N -0.81496 0.71085 -2.57139
H -1.22841 3.16141 1.80005
H -2.86793 3.83129 1.62095
H -1.53494 4.46511 0.61372
H -2.63668 3.94361 -1.39891
H -3.64960 2.49203 -2.96662
H -3.49559 1.17277 -1.78073
H -2.62024 2.46667 -4.82253
H -0.86664 1.59198 -6.37543
H 0.98885 0.17890 -5.38567
H 1.03862 -0.12919 -2.95053
C 3.07819 2.79857 -2.20439
C 3.25644 2.58176 -0.68880
S 2.87798 0.96560 0.03148
O 2.90734 1.07842 1.47760
O 1.57983 0.53964 -0.60570
C 4.36198 -0.12249 -0.30637
C 4.27091 -1.60850 0.10566
N 3.03586 -2.25422 -0.25941
C 1.91774 -2.32404 0.49374
N 0.80528 -2.38250 -0.28214
C 1.23052 -2.49605 -1.56783
C 2.61477 -2.39050 -1.58076
N 3.44753 -2.26128 -2.73020
O 2.84340 -2.23971 -3.80476
O 4.67543 -2.18049 -2.56120
C 1.80810 -2.36056 1.94828
H 3.56483 3.74323 -2.52925
H 2.00936 2.89014 -2.45538
H 3.50887 1.97064 -2.76876
H 2.56565 3.24094 -0.12844
H 4.27445 2.79696 -0.32098
H 5.09983 0.35215 0.39089
H 4.70327 -0.01720 -1.36783
H 4.43647 -1.75588 1.18528
H 5.06413 -2.10945 -0.47216
H 0.61102 -2.69790 -2.42359
H 2.08623 -3.33982 2.39271
H 0.74671 -2.15161 2.16303
H 2.39445 -1.55026 2.41462
```

Results
E_LUMO	-5.93	eV
charge	+2



[3]
Density functional theory data (ωB97M-V with the def2-TZVPD basis set) for a molecular structure, C30H35MoN12O9Si2.

```
89
C30H35MoN12O9Si2 ωB97M-V with the def2-TZVPD basis set
Mo 0.61437 0.46237 0.62275
N 0.61939 -2.51823 -1.51690
C -0.54671 -1.97063 -1.09181
N -1.75278 -2.36271 -1.40994
N -2.57690 -1.46308 -0.81844
N -1.92733 -0.57821 -0.17368
N -0.59173 -0.87444 -0.30797
C 1.77480 -1.80286 -1.39955
N 2.86388 -2.02376 -2.10657
N 3.73035 -1.08679 -1.68918
N 3.21436 -0.34906 -0.77901
N 1.94092 -0.79263 -0.53761
H 0.58537 -3.26352 -2.19655
O -0.70300 4.02830 2.21739
C -0.74111 2.84514 2.02818
O 0.12020 2.26351 1.16953
C -1.73544 1.94684 2.67223
C -2.81035 2.52441 3.33091
C -3.74833 1.70254 3.90970
C -3.66157 0.32710 3.85899
C -2.58851 -0.24338 3.20676
C -1.61197 0.56095 2.62122
O -0.51763 0.03492 2.04618
N -2.53415 -1.72025 3.14908
O -1.65743 -2.22766 2.47726
O -3.31029 -2.32375 3.85416
N -4.90201 2.31517 4.61091
O -4.95974 3.52540 4.61490
O -5.68648 1.56206 5.14311
H -2.90294 3.59927 3.38176
H -4.41446 -0.29657 4.31460
C 1.01082 -1.12648 4.35575
Si 2.09362 -1.38966 2.85623
C 3.83391 -1.87002 3.32154
C 1.43579 -2.79489 1.82859
C 2.24660 0.27766 1.83421
Si 2.78072 1.86609 2.78388
C 4.44801 1.51761 3.54602
C 1.60563 2.41416 4.12217
C 3.09359 3.18430 1.49727
H 1.51881 -1.53236 5.23603
H 0.07246 -1.67211 4.23966
H 0.77970 -0.08167 4.56637
H 3.79659 -2.92681 3.60763
H 4.23603 -1.31704 4.16585
H 4.52953 -1.78500 2.48324
H 1.37003 -3.65183 2.50862
H 2.12040 -3.07233 1.02453
H 0.43310 -2.64438 1.42679
H 3.11938 0.09835 1.19705
H 4.39201 0.96952 4.48484
H 4.89441 2.49417 3.76774
H 5.12834 0.99076 2.87296
H 1.86147 1.90630 5.05528
H 0.54361 2.23739 3.93601
H 1.72780 3.48864 4.28689
H 3.96666 2.88218 0.90795
H 3.32027 4.13750 1.98215
H 2.23541 3.32557 0.84308
C 2.65764 4.27490 -5.92856
O 2.74181 3.93252 -4.54435
C 1.77707 4.39983 -3.72610
C 0.70562 5.18895 -4.12345
C -0.19376 5.65725 -3.17542
C -0.03981 5.36669 -1.82902
C 1.02052 4.57412 -1.42118
C 1.89511 4.07898 -2.36874
N 3.01289 3.24094 -1.98027
C 3.14734 2.00530 -2.31128
C 2.05886 1.27244 -2.95794
C 2.19915 0.75397 -4.24078
C 1.11243 0.17947 -4.87441
C -0.11446 0.12479 -4.22564
C -0.25686 0.58251 -2.92336
C 0.84589 1.11830 -2.28087
O 0.80052 1.46262 -0.95649
H 3.53908 3.84514 -6.39325
H 2.66696 5.35688 -6.05932
H 1.75892 3.84757 -6.37614
H 0.57650 5.45187 -5.16352
H -1.02163 6.27382 -3.50052
H -0.73542 5.74962 -1.09491
H 1.13579 4.32573 -0.37596
H 3.75542 3.67271 -1.44175
H 4.09512 1.53114 -2.07715
H 3.15235 0.83261 -4.74791
H 1.21881 -0.21790 -5.87535
H -0.97265 -0.30118 -4.72961
H -1.21108 0.52994 -2.41538
```

Results
E_LUMO	-5.52	eV
charge	+1



[4]
Density functional theory data (ωB97M-V with the def2-TZVPD basis set) for 2 unconnected molecules or ions with the total composition C30H35N2 in a non-equilibrium geometry.

```
67
C30H35N2 ωB97M-V with the def2-TZVPD basis set
C 4.68196 -5.86764 0.11433
C 4.43347 -6.01626 -1.39417
C 3.19018 -5.18118 -1.71051
N 3.01178 -4.30626 -0.54878
C 2.13230 -3.33045 -0.54144
C 1.96918 -2.43257 0.55964
C 2.60254 -1.22165 0.63187
C 2.59021 -0.35519 1.78175
C 3.34418 0.84950 1.76273
C 3.34684 1.71433 2.85079
C 2.60294 1.39727 3.99887
C 1.86702 0.20566 4.04800
C 1.86071 -0.66648 2.95845
C 3.96157 -4.57776 0.53908
H 4.23856 -6.70917 0.65529
H 5.74254 -5.83031 0.36727
H 5.27807 -5.60692 -1.95653
H 4.29510 -7.05457 -1.69717
H 3.30703 -4.58625 -2.62694
H 2.30236 -5.81869 -1.83841
H 1.50891 -3.23328 -1.43990
H 1.32515 -2.77437 1.37064
H 3.22918 -0.90209 -0.20660
H 3.91853 1.08414 0.86334
H 3.92546 2.63922 2.80791
H 2.60713 2.07366 4.85169
H 1.29297 -0.04391 4.94201
H 1.28738 -1.59380 3.00230
H 3.44605 -4.68875 1.50393
H 4.68173 -3.74825 0.65371
C -2.94139 6.17186 -1.77724
C -4.11505 5.42529 -1.95425
C -4.10809 4.05163 -1.69376
C -2.93839 3.41913 -1.25911
C -2.96177 1.92077 -0.95572
C -3.36876 1.61631 0.48357
C -4.10546 0.45782 0.76266
C -4.52802 0.18417 2.06570
C -4.18141 1.05821 3.10501
C -3.42302 2.20327 2.83749
C -3.01523 2.47746 1.52671
C -1.61360 1.25156 -1.27907
C -1.14572 1.44313 -2.73626
C -0.38114 0.15222 -3.06685
C -0.95747 -0.90807 -2.10828
N -1.60327 -0.14829 -1.08650
C -1.77211 4.16976 -1.08182
C -1.77163 5.54831 -1.33329
H -2.94046 7.24226 -1.98660
H -5.03624 5.90701 -2.29528
H -5.01602 3.45619 -1.82186
H -3.70760 1.45837 -1.62375
H -4.36931 -0.21976 -0.05386
H -5.12784 -0.70735 2.26464
H -4.50268 0.84854 4.12613
H -3.14920 2.89571 3.63778
H -2.43746 3.37633 1.30682
H -0.85185 1.68298 -0.59704
H -2.03194 1.52571 -3.37950
H -0.55253 2.35244 -2.85536
H -0.49056 -0.13539 -4.11476
H 0.68378 0.30060 -2.84952
H -1.69336 -1.53246 -2.64654
H -0.18979 -1.58994 -1.71163
H -1.93268 -0.58491 -0.24014
H -0.85289 3.69248 -0.73086
H -0.85087 6.11867 -1.18085
```

Results
E_LUMO	-4.13	eV
charge	+1



[5]
Density functional theory data (ωB97M-V with the def2-TZVPD basis set) for C30H35N3O2 in the gas phase in a non-equilibrium geometry.

```
70
C30H35N3O2 ωB97M-V with the def2-TZVPD basis set
C -3.73510 3.40116 0.48118
C -2.30142 3.64833 0.92542
O -1.46045 2.48594 0.66522
C -0.19989 2.68057 1.13215
O 0.13577 3.74598 1.62094
C 0.65382 1.40545 1.12702
N 1.86384 1.74106 1.59509
C 3.04074 1.33939 1.90888
C 4.03964 2.28150 2.43165
C 5.44369 2.06318 2.33907
C 6.30985 3.01143 2.91506
C 5.81136 4.16740 3.56028
C 4.42204 4.40860 3.58668
C 3.54219 3.49436 2.98841
C 0.33224 0.52832 -0.49611
C -0.92543 -0.23100 -0.50976
C -2.16023 0.29606 -0.79881
C -3.38881 -0.45611 -0.98037
C -4.64395 0.20254 -1.14189
C -5.82831 -0.50620 -1.19000
C -5.82372 -1.92731 -1.22552
N -7.01965 -2.65101 -1.30806
C -7.46980 -3.21870 -2.55901
C -7.72474 -3.18733 -0.15768
C -4.57543 -2.59118 -1.21401
C -3.39085 -1.87909 -1.05392
C 1.56720 -0.28863 -0.77503
C 2.84744 0.31016 -0.74155
C 4.02325 -0.40145 -0.97554
C 3.98272 -1.75916 -1.38731
N 5.13995 -2.52289 -1.37292
C 6.02086 -2.54766 -0.18993
C 5.38450 -3.56736 -2.35826
C 2.71232 -2.34194 -1.55183
C 1.56159 -1.66292 -1.13334
H -4.34141 4.28519 0.76162
H -3.82354 3.24720 -0.61252
H -4.18036 2.53398 1.00701
H -1.84531 4.49909 0.40237
H -2.30586 3.91295 1.98997
H 0.12198 0.62722 1.82966
H 3.37396 0.29229 1.74632
H 5.82195 1.14893 1.84206
H 7.39126 2.82990 2.90144
H 6.52281 4.84817 4.05646
H 4.03799 5.29243 4.10843
H 2.45559 3.68831 2.97048
H 0.30982 1.52971 -1.03494
H -0.84809 -1.32868 -0.38502
H -2.24793 1.37422 -0.99092
H -4.67799 1.29760 -1.15836
H -6.80246 -0.01552 -1.13113
H -7.11295 -2.64807 -3.41781
H -7.15566 -4.25954 -2.67545
H -8.55955 -3.20999 -2.53671
H -7.49170 -2.58496 0.72417
H -8.80012 -3.15370 -0.38002
H -7.44699 -4.23427 0.02516
H -4.58657 -3.68259 -1.23558
H -2.44197 -2.40772 -0.94450
H 2.93758 1.37845 -0.51190
H 4.99387 0.09080 -0.88009
H 5.95145 -1.62876 0.42669
H 5.82031 -3.43459 0.46882
H 7.04399 -2.62849 -0.58711
H 5.06864 -3.19554 -3.33889
H 6.45891 -3.77910 -2.39597
H 4.86317 -4.51412 -2.14247
H 2.65512 -3.37828 -1.89593
H 0.65290 -2.26399 -1.16150
```

Results
E_LUMO	0.07	eV
SMILES string	CCOC(=O)[C@H](/N=C/c1ccccc1)[C@H](/C=C/c1ccc(N(C)C)cc1)c1ccc(N(C)C)cc1



[6]
Density functional theory data (ωB97M-V with the def2-TZVPD basis set) for C30H35N3O6 in the gas phase in a non-equilibrium geometry.

```
74
C30H35N3O6 ωB97M-V with the def2-TZVPD basis set
C 3.48241 2.47174 -0.97117
O 2.98708 1.18436 -1.31204
C 2.42514 0.48228 -0.32787
O 2.35122 0.88889 0.80595
C 1.90985 -0.87673 -0.75987
C 0.43949 -1.07687 -0.30484
C -0.39275 0.20165 -0.22983
C -1.80909 -0.11415 0.25055
C -1.87820 -0.56428 1.67830
N -1.01623 -0.22925 2.69437
C -1.42339 -0.85564 3.83737
C -0.87981 -0.83085 5.11020
C -1.50940 -1.56877 6.10311
O -0.92308 -1.50199 7.34141
C -1.50024 -2.22045 8.40037
C -2.66087 -2.31513 5.81723
C -3.19909 -2.33863 4.54806
C -2.58799 -1.60779 3.53506
C -2.85273 -1.39770 2.14850
C -3.91901 -1.97551 1.27427
C -3.80647 -1.37321 -0.14311
N -2.44844 -1.12334 -0.59495
C -1.66458 -2.34480 -0.68989
C -0.26617 -2.06208 -1.23921
C -0.34848 -1.53019 -2.67351
C 0.93615 -0.83366 -3.12783
O 0.74251 0.58054 -3.09895
C 1.60628 1.32693 -3.81036
O 2.47957 0.85188 -4.50015
C 1.37273 2.77242 -3.65454
C 2.22967 3.65647 -4.31310
C 2.08018 5.01619 -4.17672
C 1.06012 5.53913 -3.37347
N 0.87018 6.89015 -3.27957
C 0.20076 4.65136 -2.71584
C 0.35327 3.29108 -2.85626
C 2.13996 -1.20919 -2.24864
O 2.37280 -2.59463 -2.42936
C 3.72546 -2.96893 -2.35553
H 2.65339 3.14168 -0.73462
H 4.14557 2.40387 -0.10642
H 4.01714 2.83018 -1.84667
H 2.51448 -1.59826 -0.19492
H 0.46103 -1.51343 0.70000
H -0.44352 0.66387 -1.21211
H 0.05393 0.91864 0.45922
H -2.41085 0.80284 0.14191
H -0.19089 0.33819 2.60078
H 0.00569 -0.26315 5.34708
H -0.87398 -2.01855 9.26859
H -2.52211 -1.88513 8.60890
H -1.50557 -3.29826 8.20431
H -3.14308 -2.88498 6.59578
H -4.08693 -2.91943 4.34609
H -4.91091 -1.76383 1.68093
H -3.81156 -3.06457 1.23593
H -4.28465 -2.03663 -0.86842
H -4.32960 -0.41313 -0.16786
H -2.19562 -3.01983 -1.36694
H -1.55882 -2.84842 0.28392
H 0.29975 -2.99759 -1.24959
H -1.17605 -0.82494 -2.75015
H -0.55402 -2.36606 -3.34121
H 1.18797 -1.11579 -4.15828
H 3.01410 3.24520 -4.93013
H 2.74616 5.69428 -4.69064
H 1.61088 7.49697 -3.58529
H 0.27844 7.23823 -2.54536
H -0.59094 5.04850 -2.09656
H -0.31936 2.61994 -2.34670
H 3.00871 -0.64773 -2.61576
H 3.75422 -4.04146 -2.53839
H 4.32104 -2.45182 -3.11663
H 4.15716 -2.76072 -1.36889
```

Results
E_LUMO	0.63	eV
SMILES string	COC(=O)[C@H]1[C@H]2C[C@@H]3c4[nH]c5cc(OC)ccc5c4CCN3C[C@H]2C[C@@H](OC(=O)c2ccc(N)cc2)[C@@H]1OC



Number 1: calculated total energy -60868.827 eV. Number 2: calculated total energy -100328.928 eV. Number 3: calculated total energy -85586.195 eV. Number 4: calculated total energy -34651.124 eV. Number 5: calculated total energy -40239.174 eV. Number 6: calculated total energy -48434.695 eV.